{"formula": "C5H4N2O", "method": "ωB97M-V/def2-TZVPD", "energy_ev": -10272.5323, "gap_ev": 9.3, "e_above_lowest_kj_mol": 408.1, "multiplicity": 1, "elements": ["H", "C", "N", "C", "C", "C", "C", "N", "H", "H", "H", "O"], "coordinates": [[-2.68536, -1.03784, -0.76508], [-0.32102, -0.82391, -0.02846], [1.89108, 0.64607, 0.15544], [1.81927, -0.65818, -0.16290], [-0.50632, 0.61159, -0.21389], [-2.03224, -0.68185, 0.06451], [0.68630, 1.39558, -0.03278], [0.74203, -1.38291, 0.12456], [0.96768, 2.41277, 0.42098], [-2.43248, -0.78343, 1.14932], [2.65713, -1.06545, -0.29855], [-1.85183, 0.82156, -0.02820]], "forces_ev_per_angstrom": [[0.70, 0.04, 0.79], [-8.32, 6.72, -1.06], [-2.20, 0.10, -3.60], [-4.73, 5.45, 3.89], [3.33, 1.15, 1.49], [0.61, 0.22, 2.48], [1.00, -1.34, 2.80], [3.09, -4.87, -1.16], [-1.70, -1.15, -1.32], [0.46, -0.54, -2.09], [6.57, -3.80, -0.90], [1.20, -1.99, -1.33]], "nbo_charge": [0.22, 0.23, -0.41, 0.25, 0.20, -0.11, -0.06, -0.44, 0.24, 0.22, 0.16, -0.49]}



{"formula": "C5H4N2O", "method": "ωB97M-V/def2-TZVPD", "energy_ev": -10275.1024, "smiles": "O=C/N=C1/C=CC=N1", "gap_ev": 8.2, "e_above_lowest_kj_mol": 160.2, "multiplicity": 1, "elements": ["C", "N", "C", "H", "H", "C", "C", "O", "C", "N", "H", "H"], "coordinates": [[0.31114, 0.83414, -2.29820], [0.80549, 0.65522, 0.30914], [0.87525, 0.06141, 1.41370], [-2.01582, -1.41030, 0.26100], [1.57505, 0.29896, 2.18988], [-0.36640, -0.75151, 1.75473], [-1.14665, -0.76579, 0.68146], [0.10182, 1.22579, -3.40361], [-0.35873, 0.06946, -0.32968], [-0.56543, 0.08781, -1.55993], [1.28015, 1.04839, -1.69056], [-0.49588, -1.35357, 2.67209]], "forces_ev_per_angstrom": [[3.09, 1.21, 0.38], [-0.05, -0.21, -0.83], [-2.01, 0.14, 1.97], [1.51, 1.43, 1.42], [0.77, -0.05, -0.01], [0.29, -1.26, 0.66], [-0.27, -0.48, -2.32], [-0.26, 0.04, -0.42], [-0.07, -0.56, 1.46], [-2.01, -0.78, -0.27], [-1.11, -0.07, -1.43], [0.15, 0.58, -0.60]], "nbo_charge": [0.51, -0.46, 0.14, 0.26, 0.20, -0.25, -0.23, -0.49, 0.42, -0.45, 0.12, 0.23]}



{"formula": "C5H4N2O", "method": "ωB97M-V/def2-TZVPD", "energy_ev": -10274.8765, "smiles": "C=CC(O)(C#N)C#N", "gap_ev": 11.0, "e_above_lowest_kj_mol": 182.0, "multiplicity": 1, "elements": ["C", "C", "C", "C", "H", "O", "C", "N", "H", "H", "N", "H"], "coordinates": [[-1.92730, -1.29641, -0.45117], [-0.50104, 1.24843, -0.08072], [1.59394, -0.10639, -0.21888], [0.14211, 0.00570, 0.28624], [-2.24781, -2.19537, -0.94631], [0.07458, -0.11711, 1.68383], [-0.58808, -1.12254, -0.44462], [-1.00675, 2.23953, -0.47169], [0.42441, -0.94297, 2.00701], [0.12829, -1.88291, -0.85910], [2.63826, -0.22053, -0.68621], [-2.63992, -0.54762, -0.11205]], "forces_ev_per_angstrom": [[2.06, 0.42, -0.51], [-1.42, 4.28, -1.54], [-0.91, 0.84, 0.12], [1.05, -1.66, -0.23], [-0.53, -0.10, 0.03], [-0.25, 1.01, 0.08], [-0.54, -1.24, 0.12], [1.55, -3.26, 1.37], [0.24, -0.62, -0.19], [-1.10, 0.66, 0.35], [-0.30, -0.07, 0.30], [0.17, -0.25, 0.10]], "nbo_charge": [-0.32, 0.26, 0.25, 0.04, 0.22, -0.66, -0.22, -0.24, 0.49, 0.23, -0.27, 0.22]}



{"formula": "C5H4N2O", "method": "ωB97M-V/def2-TZVPD", "energy_ev": -10270.1791, "gap_ev": [7.5, 7.5], "e_above_lowest_kj_mol": 635.2, "multiplicity": 1, "elements": ["H", "H", "C", "N", "O", "C", "C", "N", "H", "C", "H", "C"], "coordinates": [[-0.03434, 0.43546, 0.61168], [0.23233, -2.51618, -0.30384], [1.97017, 0.06717, 0.02694], [-1.43663, -1.59945, 0.01675], [-1.91839, 1.86202, -0.11326], [2.85106, 0.75206, -0.36249], [0.70372, -0.46278, 0.38758], [-2.04487, -0.48161, -0.00728], [3.82958, 0.89544, -0.62507], [-1.58095, 0.61660, -0.36624], [-2.52104, 2.01493, 0.62592], [-0.05063, -1.58365, 0.10930]], "forces_ev_per_angstrom": [[1.59, -1.54, 0.38], [1.15, -0.81, 0.26], [-2.77, -1.72, 0.73], [0.22, -1.07, 0.40], [0.25, -0.17, -0.25], [1.12, -0.04, -0.04], [-3.23, 1.48, -0.79], [0.41, -0.22, 0.18], [1.68, 1.04, -0.67], [-0.06, 1.86, -0.67], [-0.10, -0.34, 0.43], [-0.24, 1.53, 0.05]], "nbo_charge": [0.22, 0.22, -0.04, -0.22, -0.65, -0.18, -0.29, -0.22, 0.23, 0.46, 0.49, -0.02]}



{"formula": "C5H4N2O2", "method": "ωB97M-V/def2-TZVPD", "energy_ev": -12320.7170, "smiles": "Oc1noc2[nH]ccc12", "gap_ev": 9.4, "e_above_lowest_kj_mol": 420.7, "multiplicity": 1, "elements": ["N", "C", "H", "O", "N", "C", "H", "H", "H", "O", "C", "C", "C"], "coordinates": [[2.04156, -1.26275, 0.14827], [-0.11087, -0.97196, -0.19122], [-0.60902, 2.28844, -0.23072], [2.78274, 0.80615, 0.00649], [-1.49075, -0.99186, -0.05353], [0.31582, 0.33580, -0.30267], [-1.90714, -1.92419, 0.25807], [-3.10653, 0.32958, 0.23408], [2.60672, 1.85492, 0.24793], [0.78233, -1.96446, -0.11081], [1.72360, -0.02773, -0.08210], [-0.97589, 1.17970, -0.06322], [-2.05258, 0.34835, 0.13943]], "forces_ev_per_angstrom": [[-1.30, -0.49, -1.34], [-2.63, 1.08, -0.42], [-2.40, -2.02, 0.79], [0.10, 4.04, 0.75], [-0.19, -2.46, 1.12], [-1.31, -2.31, 1.20], [0.32, 2.25, -0.59], [-0.61, 0.83, 0.12], [0.00, -4.45, -1.02], [-0.41, 0.84, 0.78], [0.64, 3.13, 0.88], [3.99, 1.63, -0.93], [3.81, -2.08, -1.33]], "nbo_charge": [-0.18, 0.49, 0.25, -0.67, -0.56, -0.31, 0.42, 0.23, 0.50, -0.33, 0.48, -0.26, -0.07]}



{"formula": "C5H4NO4", "method": "ωB97M-V/def2-TZVPD", "energy_ev": -14929.0843, "gap_ev": [7.0, 7.0], "e_above_lowest_kj_mol": 217.1, "multiplicity": 1, "charge": -1, "elements": ["H", "N", "O", "H", "O", "O", "C", "C", "C", "O", "C", "C", "H", "H"], "coordinates": [[-3.48401, 0.94341, 0.23230], [-1.51296, 0.32083, -0.02792], [2.59889, 1.09742, 0.38218], [3.17568, -0.08795, 0.14161], [0.65953, 1.94890, -0.34614], [3.21282, -1.16468, -0.00277], [1.93866, -1.56361, 0.02231], [-0.54673, -0.62975, -0.25258], [-2.77456, 0.08549, 0.12776], [-3.35189, -1.00174, 0.25462], [0.80960, -0.49154, -0.11960], [1.38920, 0.92589, 0.04495], [-0.96211, -1.60728, -0.56030], [-1.15211, 1.22460, 0.10359]], "forces_ev_per_angstrom": [[1.09, 0.30, -0.19], [2.42, -0.16, -0.69], [-0.19, -0.34, 0.12], [-0.10, -0.06, -0.07], [1.13, -2.77, 1.39], [-2.99, 0.04, 0.30], [0.15, -1.20, -0.96], [1.75, -2.57, -0.05], [-4.92, -1.46, 1.15], [1.07, 0.39, -0.56], [1.68, 2.03, 0.84], [-2.14, 3.50, -1.66], [0.27, 0.47, 0.55], [0.78, 1.85, -0.16]], "nbo_charge": [0.11, -0.61, -0.72, 0.48, -0.79, -0.69, 0.18, 0.09, 0.52, -0.64, -0.34, 0.74, 0.22, 0.45]}



{"formula": "C5H4NO4", "method": "ωB97M-V/def2-TZVPD", "energy_ev": -14916.9307, "smiles": "O=c1cc(CO)c(=O)[n+]1=O", "gap_ev": [6.1, 6.1], "e_above_lowest_kj_mol": 0.0, "multiplicity": 1, "charge": 1, "elements": ["O", "O", "H", "N", "C", "H", "O", "H", "C", "C", "C", "C", "O", "H"], "coordinates": [[-1.51085, -1.72664, 1.41564], [2.01503, 1.61089, -2.09560], [1.94785, -0.81096, -0.67382], [-0.01456, 1.84139, -0.73539], [-0.72668, 0.89455, 0.12229], [-1.79779, -0.92367, 1.82766], [-0.42294, 2.91798, -1.00600], [0.41979, -1.60528, 1.45962], [1.28694, 1.20461, -1.27154], [1.18640, -0.11766, -0.60954], [-0.39723, -1.63889, 0.70228], [0.01594, -0.37536, -0.01094], [-1.72237, 1.26043, 0.75573], [-0.27953, -2.53138, 0.11961]], "forces_ev_per_angstrom": [[-2.80, -0.62, 0.09], [-0.69, 0.79, 0.57], [1.64, -1.29, -0.39], [-0.02, 2.95, -1.27], [-4.16, 0.12, 2.61], [-0.21, 0.76, 0.44], [0.44, -1.16, 0.34], [0.55, -0.55, -0.34], [0.62, -2.23, -0.11], [-0.62, 1.48, -0.42], [2.98, 0.97, 0.74], [-1.50, 0.42, 0.50], [3.56, -1.32, -2.17], [0.22, -0.31, -0.60]], "nbo_charge": [-0.65, -0.33, 0.27, 0.20, 0.55, 0.49, 0.04, 0.22, 0.60, -0.19, -0.09, 0.01, -0.36, 0.25]}



{"formula": "C5H4O", "method": "ωB97M-V/def2-TZVPD", "energy_ev": -7292.6423, "smiles": "C#CC#CCO", "gap_ev": 10.0, "e_above_lowest_kj_mol": 295.8, "multiplicity": 1, "elements": ["H", "C", "C", "C", "H", "H", "O", "C", "H", "C"], "coordinates": [[-2.44852, 0.77064, 0.16746], [-0.24119, -0.12136, -0.83173], [2.03724, 0.71702, -0.18658], [-1.40565, -0.79717, -0.24447], [3.55826, 1.01784, 1.46630], [-1.58805, -1.76686, -0.70953], [-2.60942, -0.07745, -0.26633], [0.87435, 0.34664, -0.83226], [-1.06207, -0.98799, 0.78646], [2.88505, 0.89869, 0.65067]], "forces_ev_per_angstrom": [[-0.12, -0.11, -0.11], [0.58, 0.19, 0.17], [0.36, 0.09, 0.36], [0.14, -0.30, -0.05], [0.16, 0.11, -0.21], [-0.06, 0.12, -0.06], [-0.09, 0.27, 0.03], [-0.51, -0.27, 0.29], [-0.24, -0.09, -0.11], [-0.22, -0.02, -0.31]], "nbo_charge": [0.47, 0.05, -0.09, -0.13, 0.24, 0.21, -0.69, -0.08, 0.19, -0.17]}